(1)
C21H49CuN8O10 as an isolated structure, computed with ωB97M-V with the def2-TZVPD basis set.

## Properties
Energy above the lowest of the compared OMol25 structures with the same formula, charge and spin = 452.7 kJ/mol
Largest force on an atom = 5.00 eV/A
Electronic energy = -3659.99739 Eh
Frontier orbital gap (spin up / spin down) = 0.1994 / 0.1691 hartree
Expectation value of S² = 0.757
Charge = +1
2S+1 = 2
HOMO energy (spin up / spin down) = -0.3993 / -0.3993 Eh

Structure (XYZ):
```
89
Properties=species:S:1:pos:R:3:lowdin_charge:R:1
Cu 0.27 -0.16 -0.14 0.984
N -2.75 3.49 -3.57 -0.590
O -3.23 4.47 -3.07 0.213
O -1.77 2.91 -2.99 0.175
O -3.10 3.14 -4.66 0.204
C 6.51 3.13 0.84 -0.007
C 5.46 3.38 -0.21 -0.536
O 4.45 2.67 -0.33 0.009
N 5.67 4.43 -1.03 -0.035
C 4.80 4.97 -2.01 -0.081
H 6.56 3.92 1.59 0.081
H 7.49 3.28 0.41 0.079
H 6.41 2.16 1.34 0.086
H 6.41 5.08 -0.84 0.134
H 5.17 5.99 -2.16 0.091
H 3.79 4.88 -1.63 0.090
H 4.99 4.38 -2.91 0.091
C 3.09 -6.44 -0.57 -0.007
C 3.47 -5.62 0.63 -0.574
O 3.00 -4.48 0.75 0.003
N 4.34 -6.19 1.46 -0.008
C 4.97 -5.65 2.65 -0.046
H 3.04 -5.78 -1.44 0.090
H 2.13 -6.93 -0.46 0.087
H 3.74 -7.31 -0.64 0.072
H 4.81 -6.96 1.00 0.128
H 4.33 -4.86 3.05 0.090
H 5.96 -5.33 2.31 0.085
H 5.17 -6.46 3.35 0.081
C -7.12 1.40 0.57 -0.012
C -6.22 1.26 1.80 -0.517
O -5.09 0.72 1.66 -0.022
N -6.69 1.63 3.02 0.015
C -5.88 1.50 4.27 -0.049
H -6.81 2.20 -0.09 0.076
H -8.19 1.56 0.76 0.069
H -7.06 0.50 -0.05 0.078
H -7.55 2.14 3.16 0.132
H -4.81 1.35 4.15 0.081
H -6.33 0.78 4.95 0.078
H -5.93 2.47 4.78 0.073
C -2.17 -3.77 4.76 -0.009
C -1.13 -2.82 5.14 -0.593
O -0.64 -2.06 4.32 0.022
N -0.67 -2.77 6.42 0.009
C 0.48 -2.00 6.94 -0.054
H -1.88 -4.10 3.76 0.092
H -3.17 -3.36 4.63 0.094
H -2.21 -4.64 5.42 0.081
H -1.03 -3.50 7.02 0.125
H 1.37 -2.63 7.05 0.076
H 0.21 -1.71 7.95 0.076
H 0.79 -1.13 6.36 0.082
C 4.69 -1.78 -5.26 -0.008
C 3.39 -1.19 -5.60 -0.602
O 2.55 -1.04 -4.70 -0.006
N 3.20 -0.85 -6.85 0.031
C 1.91 -0.35 -7.35 -0.053
H 5.42 -1.50 -6.02 0.078
H 4.59 -2.86 -5.22 0.094
H 5.06 -1.46 -4.29 0.091
H 3.91 -1.07 -7.53 0.141
H 1.10 -0.44 -6.62 0.076
H 1.50 -0.89 -8.20 0.080
H 1.86 0.71 -7.59 0.079
C -5.14 -4.28 -2.92 0.000
C -4.18 -3.16 -3.35 -0.533
O -3.14 -2.96 -2.72 -0.011
N -4.56 -2.38 -4.38 -0.017
C -5.68 -2.47 -5.24 -0.091
H -5.70 -4.74 -3.73 0.071
H -5.88 -3.87 -2.22 0.088
H -4.49 -4.98 -2.40 0.083
H -3.95 -1.60 -4.60 0.141
H -5.83 -1.61 -5.89 0.093
H -6.53 -2.72 -4.60 0.087
H -5.41 -3.29 -5.90 0.091
C 0.75 5.75 4.17 -0.010
C 0.20 5.45 2.83 -0.512
O 0.02 4.26 2.44 -0.034
N -0.11 6.39 1.89 -0.011
C 0.18 7.79 1.94 -0.094
H 0.76 4.86 4.80 0.091
H 0.08 6.53 4.54 0.087
H 1.77 6.12 4.21 0.091
H -0.53 6.10 1.02 0.141
H -0.78 8.29 1.92 0.086
H 0.81 8.07 1.09 0.085
H 0.72 8.07 2.84 0.082
```

(2)
A 8-piece molecular cluster, C21H49F6N7O7P overall, computed with ωB97M-V with the def2-TZVPD basis set.

## Properties
Energy above the lowest of the compared OMol25 structures with the same formula, charge and spin = 218.1 kJ/mol
Largest force on an atom = 5.67 eV/A
Electronic energy = -2680.32977 Eh
Frontier orbital gap = 0.3255 hartree
Charge = -1
HOMO energy = -0.2353 Eh

Structure (XYZ):
```
91
Properties=species:S:1:pos:R:3:lowdin_charge:R:1
P -0.21 1.27 -0.18 0.203
F -1.31 2.26 0.62 -0.206
F -1.37 0.21 -0.45 -0.176
F -0.71 1.96 -1.55 -0.160
F 0.73 0.22 -1.05 -0.179
F 0.96 2.30 0.15 -0.136
F 0.07 0.56 1.25 -0.172
C 4.77 -1.81 1.95 -0.338
O 5.80 -1.25 2.38 -0.057
N 3.59 -1.25 2.14 -0.167
C 2.33 -1.83 1.69 -0.087
C 3.43 0.19 2.46 -0.008
H 4.66 -2.89 1.76 0.135
H 1.91 -1.14 0.96 0.064
H 1.62 -1.94 2.51 0.085
H 2.39 -2.82 1.24 0.065
H 2.45 0.29 2.92 0.072
H 4.17 0.62 3.13 0.088
H 3.37 0.72 1.51 0.091
C -0.06 2.06 4.48 -0.330
O 0.97 2.02 5.15 -0.018
N -1.01 3.04 4.55 -0.167
C -2.08 3.15 3.49 -0.039
C -0.83 4.23 5.40 -0.051
H -0.24 1.27 3.74 0.119
H -3.01 3.32 4.01 0.075
H -2.12 2.21 2.93 0.044
H -1.99 4.05 2.88 0.085
H 0.01 4.16 6.10 0.080
H -0.54 5.09 4.79 0.082
H -1.78 4.42 5.90 0.080
C 2.89 3.08 -1.99 -0.317
O 3.96 2.53 -2.25 -0.008
N 2.79 4.44 -1.98 -0.186
C 1.72 5.22 -1.44 -0.070
C 3.94 5.28 -2.43 -0.048
H 1.85 2.72 -1.99 0.118
H 0.85 4.64 -1.15 0.087
H 1.43 5.99 -2.15 0.081
H 2.21 5.73 -0.61 0.092
H 4.69 5.59 -1.71 0.084
H 4.55 4.75 -3.16 0.076
H 3.61 6.15 -3.00 0.078
C -3.19 -0.52 -2.66 -0.261
O -4.42 -0.78 -2.37 -0.064
N -2.39 -1.08 -3.65 -0.164
C -0.93 -0.84 -3.79 -0.056
C -2.98 -2.19 -4.54 -0.025
H -2.58 0.25 -2.16 0.106
H -0.75 -0.81 -4.86 0.078
H -0.30 -1.55 -3.25 0.075
H -0.65 0.06 -3.24 0.062
H -4.07 -2.18 -4.63 0.075
H -2.61 -1.97 -5.54 0.062
H -2.60 -3.17 -4.25 0.077
C -2.22 -5.45 0.19 -0.353
O -3.24 -5.38 -0.41 0.027
N -1.52 -4.31 0.56 -0.162
C -0.11 -4.27 0.98 -0.065
C -2.00 -2.98 0.14 -0.044
H -1.84 -6.43 0.53 0.131
H 0.16 -3.32 1.43 0.060
H 0.60 -4.60 0.22 0.087
H 0.04 -4.98 1.80 0.079
H -3.09 -3.05 0.11 0.075
H -1.85 -2.12 0.80 0.077
H -1.67 -2.66 -0.85 0.086
C -4.27 0.14 0.92 -0.290
O -5.10 0.08 0.01 0.006
N -4.23 -0.74 2.00 -0.212
C -3.63 -0.24 3.22 -0.069
C -5.22 -1.78 2.08 -0.067
H -3.47 0.89 0.97 0.120
H -2.60 0.11 3.07 0.061
H -3.54 -1.04 3.96 0.089
H -4.11 0.67 3.58 0.080
H -4.85 -2.61 2.68 0.082
H -6.10 -1.38 2.58 0.089
H -5.33 -2.10 1.04 0.092
C 2.96 -1.63 -1.77 -0.309
O 3.28 -2.62 -1.10 -0.018
N 2.97 -1.56 -3.11 -0.198
C 3.06 -0.31 -3.82 -0.057
C 2.96 -2.69 -4.00 -0.060
H 2.85 -0.61 -1.36 0.126
H 2.55 0.41 -3.19 0.069
H 2.53 -0.41 -4.76 0.081
H 4.09 -0.03 -4.04 0.095
H 2.67 -3.53 -3.37 0.083
H 2.31 -2.66 -4.88 0.085
H 3.99 -2.89 -4.28 0.091
```

(3)
C21H49F6N7O8PV as an isolated structure, computed with ωB97M-V with the def2-TZVPD basis set.

## Properties
Energy above the lowest of the compared OMol25 structures with the same formula, charge and spin = 0.0 kJ/mol
Largest force on an atom = 5.45 eV/A
Electronic energy = -3699.42333 Eh
Frontier orbital gap (spin up / spin down) = 0.1670 / 0.2665 hartree
Expectation value of S² = 2.024
2S+1 = 3
HOMO energy (spin up / spin down) = -0.1713 / -0.2710 Eh

Structure (XYZ):
```
93
Properties=species:S:1:pos:R:3:lowdin_charge:R:1
O 13.40 1.82 11.96 -0.358
V 14.27 1.13 10.90 0.693
P 11.44 0.67 14.66 0.330
F 12.38 2.04 14.90 -0.209
F 11.93 0.06 16.09 -0.174
F 10.01 1.36 15.21 -0.182
F 10.73 -0.84 14.35 -0.221
F 11.11 1.34 13.24 -0.186
F 12.83 0.10 13.95 -0.214
C 15.45 -1.05 13.16 -0.248
O 15.31 -0.10 12.35 -0.078
N 16.03 -2.22 12.85 -0.141
C 16.12 -3.43 13.78 -0.015
C 16.47 -2.45 11.45 -0.039
H 15.13 -0.95 14.21 0.154
H 16.98 -3.08 14.34 0.082
H 16.27 -4.46 13.44 0.081
H 15.28 -3.52 14.48 0.082
H 16.03 -3.40 11.13 0.083
H 16.04 -1.75 10.73 0.057
H 17.55 -2.44 11.36 0.084
C 11.86 0.74 8.37 -0.229
O 12.62 1.11 9.36 -0.112
N 10.65 0.27 8.63 -0.167
C 10.01 0.35 9.95 -0.014
C 9.94 -0.50 7.58 -0.033
H 12.12 0.67 7.30 0.138
H 10.58 0.88 10.71 0.086
H 10.00 -0.63 10.42 0.091
H 9.05 0.86 9.94 0.097
H 10.16 -0.31 6.53 0.087
H 10.14 -1.54 7.83 0.074
H 8.89 -0.26 7.74 0.085
C 15.69 -0.10 8.11 -0.223
O 15.29 0.06 9.27 -0.061
N 17.04 -0.05 7.85 -0.148
C 18.02 -0.13 8.96 -0.030
C 17.63 -0.40 6.54 -0.061
H 15.10 -0.28 7.20 0.148
H 18.29 -1.16 9.20 0.084
H 17.80 0.38 9.90 0.093
H 18.96 0.29 8.60 0.086
H 18.35 0.33 6.19 0.083
H 18.28 -1.27 6.66 0.085
H 16.97 -0.50 5.68 0.088
C 16.65 3.30 11.87 -0.295
O 16.00 2.32 11.54 -0.060
N 16.49 4.05 12.99 -0.117
C 17.14 5.44 13.12 -0.033
C 15.38 3.75 13.99 -0.004
H 17.51 3.62 11.26 0.138
H 17.39 5.90 12.17 0.073
H 18.01 5.37 13.78 0.075
H 16.48 6.15 13.62 0.075
H 15.54 4.29 14.92 0.083
H 14.38 4.09 13.71 0.056
H 15.24 2.68 14.09 0.093
C 12.41 -1.93 11.20 -0.301
O 12.99 -0.90 10.94 0.004
N 12.12 -2.90 10.31 -0.156
C 11.57 -4.22 10.72 -0.024
C 12.75 -2.76 9.05 -0.074
H 12.16 -2.38 12.17 0.148
H 12.30 -5.00 10.49 0.076
H 10.76 -4.58 10.09 0.083
H 11.44 -4.35 11.79 0.091
H 12.04 -3.02 8.26 0.080
H 13.16 -1.76 8.86 0.072
H 13.62 -3.37 8.80 0.089
C 14.03 4.26 9.05 -0.291
O 14.28 3.27 9.75 -0.028
N 13.79 5.54 9.41 -0.135
C 13.50 5.87 10.85 -0.010
C 13.79 6.60 8.35 -0.045
H 14.06 4.16 7.95 0.130
H 14.14 6.67 11.21 0.084
H 13.59 4.98 11.47 0.063
H 12.50 6.28 11.01 0.073
H 12.93 7.26 8.38 0.087
H 14.70 7.18 8.21 0.077
H 13.92 6.10 7.39 0.068
C 9.51 3.91 14.43 -0.338
O 8.74 4.23 15.34 -0.024
N 10.73 4.55 14.28 -0.162
C 11.40 4.46 12.95 -0.062
C 11.32 5.54 15.23 -0.030
H 9.24 3.27 13.58 0.128
H 12.46 4.65 13.11 0.042
H 11.03 5.28 12.32 0.066
H 11.16 3.56 12.39 0.078
H 12.38 5.27 15.26 0.065
H 11.26 6.53 14.77 0.076
H 11.00 5.57 16.27 0.086
```

(4)
A 3-piece molecular cluster, C21H49NO11P2S overall, computed with ωB97M-V with the def2-TZVPD basis set.

## Properties
Largest force on an atom = 8.68 eV/A
Electronic energy = -2792.68110 Eh
Frontier orbital gap = 0.2847 hartree
SMILES string = [H]/N=C\CCO[C@H](CCCO)COCS.CCOP(=O)(OCC)OCC.CCOP(=O)(OCC)OCC
HOMO energy = -0.3378 Eh

Structure (XYZ):
```
85
Properties=species:S:1:pos:R:3:lowdin_charge:R:1
N 8.91 -2.05 -1.98 0.066
C 7.66 -2.10 -2.32 -0.219
C 6.81 -0.75 -2.43 -0.132
C 7.45 0.07 -3.66 -0.198
O 6.52 0.87 -4.37 -0.108
C 6.12 2.08 -3.73 -0.288
C 7.29 3.00 -3.16 -0.123
C 7.67 2.76 -1.64 -0.167
C 9.25 2.58 -1.42 -0.261
O 9.97 3.70 -1.94 -0.078
C 4.92 1.90 -2.69 -0.172
O 3.84 1.14 -3.30 -0.223
C 2.76 1.12 -2.36 -0.540
S 3.00 -0.32 -1.20 0.692
H 9.20 -1.08 -1.80 0.029
H 7.22 -3.09 -2.58 0.108
H 5.72 -0.99 -2.60 0.095
H 6.95 -0.23 -1.44 0.095
H 7.77 -0.74 -4.38 0.135
H 8.40 0.57 -3.34 0.099
H 5.64 2.70 -4.55 0.157
H 6.98 4.07 -3.34 0.122
H 8.20 2.79 -3.79 0.115
H 7.20 1.86 -1.16 0.087
H 7.39 3.69 -1.07 0.119
H 9.39 2.47 -0.30 0.124
H 9.57 1.59 -1.88 0.104
H 10.10 3.49 -2.88 0.082
H 5.23 1.37 -1.75 0.089
H 4.51 2.94 -2.51 0.141
H 2.72 2.07 -1.74 0.089
H 1.75 1.03 -2.86 0.094
H 3.09 0.18 0.09 -0.120
O 0.01 -1.73 0.33 -0.246
P -1.33 -2.30 0.78 0.732
O -0.95 -2.55 2.38 -0.228
C -0.92 -1.42 3.24 -0.289
C -2.31 -0.88 3.52 -0.077
O -1.05 -3.82 0.18 -0.265
C -0.10 -4.07 -0.85 -0.285
C 1.22 -4.53 -0.25 -0.072
O -2.95 -2.76 1.07 -0.265
C -3.42 -4.11 1.10 -0.283
C -2.89 -4.93 2.25 -0.073
H -0.28 -0.65 2.82 0.109
H -0.46 -1.75 4.18 0.119
H -2.75 -0.47 2.62 0.042
H -2.27 -0.09 4.27 0.086
H -2.97 -1.67 3.88 0.084
H 0.03 -3.20 -1.49 0.104
H -0.51 -4.87 -1.48 0.117
H 1.60 -3.82 0.48 0.073
H 1.97 -4.66 -1.03 0.078
H 1.09 -5.48 0.27 0.077
H -3.25 -4.60 0.14 0.114
H -4.51 -4.04 1.21 0.118
H -1.81 -5.10 2.17 0.069
H -3.37 -5.91 2.27 0.082
H -3.07 -4.43 3.20 0.078
O -6.24 0.99 3.65 -0.230
P -7.11 0.92 2.39 0.729
O -5.95 1.36 1.29 -0.226
C -4.98 0.39 0.92 -0.293
C -5.58 -0.71 0.06 -0.076
O -7.87 2.38 2.64 -0.266
C -7.95 2.98 3.93 -0.288
C -6.85 4.01 4.10 -0.074
O -8.20 0.61 1.12 -0.252
C -9.02 1.59 0.49 -0.284
C -8.25 2.62 -0.31 -0.075
H -4.53 -0.04 1.82 0.079
H -4.20 0.91 0.37 0.124
H -6.31 -1.30 0.63 0.073
H -4.80 -1.39 -0.30 0.063
H -6.10 -0.28 -0.79 0.078
H -7.93 2.23 4.72 0.105
H -8.92 3.48 3.99 0.117
H -5.86 3.58 3.92 0.074
H -6.87 4.44 5.10 0.077
H -6.97 4.82 3.37 0.077
H -9.69 2.06 1.21 0.112
H -9.67 1.04 -0.20 0.119
H -7.63 3.25 0.32 0.068
H -8.94 3.27 -0.85 0.082
H -7.59 2.13 -1.03 0.076
```

(5)
C21H50Cl2OP2Tc as an isolated structure, computed with ωB97M-V with the def2-TZVPD basis set.

## Properties
Energy above the lowest of the compared OMol25 structures with the same formula, charge and spin = 62.4 kJ/mol
Largest force on an atom = 3.07 eV/A
Electronic energy = -2589.24177 Eh
Frontier orbital gap (spin up / spin down) = 0.1941 / 0.2018 hartree
Expectation value of S² = 3.766
2S+1 = 4
HOMO energy (spin up / spin down) = -0.1915 / -0.1992 Eh

Structure (XYZ):
```
77
Properties=species:S:1:pos:R:3:lowdin_charge:R:1
Tc 0.50 1.41 0.46 0.535
Cl -0.02 0.36 -1.55 -0.127
P 2.58 1.84 -0.05 0.786
C 2.72 3.15 -1.36 -0.528
C 3.42 2.39 1.53 -0.540
C 3.53 0.46 -0.85 -0.545
C 1.39 3.86 -1.58 -0.147
H 2.96 2.57 -2.27 0.107
C 3.85 4.14 -1.09 -0.123
H 3.68 4.71 -0.17 0.069
H 3.88 4.86 -1.92 0.078
H 4.84 3.67 -1.04 0.060
H 0.56 3.15 -1.73 0.021
H 1.48 4.48 -2.48 0.076
H 1.15 4.52 -0.74 0.074
H 3.12 0.45 -1.88 0.093
C 3.24 -0.88 -0.19 -0.148
C 5.03 0.76 -0.93 -0.114
H 5.26 1.58 -1.62 0.064
H 5.55 -0.13 -1.29 0.077
H 5.45 1.01 0.06 0.065
H 2.18 -1.01 0.07 0.002
H 3.85 -1.02 0.72 0.065
H 3.51 -1.68 -0.90 0.077
C 2.51 3.36 2.29 -0.133
H 4.33 2.91 1.20 0.089
C 3.79 1.19 2.41 -0.126
H 2.30 4.28 1.73 0.064
H 3.02 3.66 3.22 0.078
H 1.55 2.89 2.57 0.053
H 2.93 0.53 2.57 0.043
H 4.12 1.56 3.39 0.077
H 4.62 0.60 2.00 0.055
Cl 0.14 -0.27 1.99 -0.147
H -1.84 -1.28 -0.16 0.018
P -2.98 -2.04 -0.51 1.127
C -2.22 -3.23 -1.67 -0.510
C -3.35 -2.61 1.19 -0.505
C -3.88 -0.74 -1.45 -0.509
C -0.73 -3.39 -1.38 -0.108
H -2.33 -2.72 -2.65 0.123
C -2.93 -4.58 -1.74 -0.105
H -2.85 -5.13 -0.79 0.073
H -2.45 -5.20 -2.51 0.086
H -3.99 -4.50 -2.01 0.073
H -0.20 -2.43 -1.38 0.026
H -0.29 -4.01 -2.17 0.089
H -0.55 -3.89 -0.42 0.074
H -3.14 -0.49 -2.23 0.112
C -4.16 0.53 -0.65 -0.099
C -5.16 -1.28 -2.11 -0.110
H -4.94 -2.04 -2.87 0.072
H -5.69 -0.45 -2.60 0.087
H -5.83 -1.70 -1.36 0.081
H -3.25 0.96 -0.19 0.070
H -4.91 0.35 0.13 0.072
H -4.57 1.28 -1.33 0.091
C -2.19 -3.44 1.76 -0.104
H -4.24 -3.26 1.09 0.114
C -3.68 -1.42 2.12 -0.103
H -2.04 -4.39 1.24 0.063
H -2.42 -3.68 2.80 0.089
H -1.24 -2.87 1.76 0.049
H -2.86 -0.68 2.12 0.058
H -3.78 -1.80 3.14 0.089
H -4.62 -0.94 1.85 0.066
C -2.60 4.33 0.79 -0.071
C -1.60 3.49 1.57 -0.573
C -2.23 2.86 2.80 -0.077
O -1.03 2.50 0.72 -0.494
H -3.46 3.74 0.45 0.067
H -2.15 4.79 -0.09 0.071
H -2.98 5.13 1.43 0.074
H -0.81 4.17 1.92 0.119
H -3.10 2.25 2.53 0.067
H -1.53 2.22 3.33 0.059
H -2.58 3.64 3.48 0.075
```

- What is the electronic energy in the fifth record?
  -2589.24177 Eh

- largest force on an atom of number 4 (C21H49NO11P2S)?
  8.68 eV/A

- What is the largest force on an atom in the third record?
  5.45 eV/A